Here is a single C2H3ClS2 molecule in a non-equilibrium geometry from the Open Molecules 2025 dataset. Energies are from wB97M-V/def2-TZVPD.

Summary:
* energy relative to the best compared isomer or geometry (same formula, charge and spin): 2.816 eV
* HOMO: -0.311 Ha
* LUMO: -1.12 eV
* maximum force: 3.16 eV/A
* orbital gap: 7.348 eV

Geometry as XYZ:
```
8
Properties=species:S:1:pos:R:3:forces:R:3:nbo_charge:R:1
H 0.3611 0.9477 -0.2036 -2.25 0.98 0.69 0.222
C -0.7571 1.3384 -0.1318 3.07 -0.76 0.01 -0.779
H -1.2468 1.0000 0.7739 0.25 0.11 0.38 0.238
C 0.3480 0.4564 -4.2776 0.18 1.64 0.90 -0.350
H -0.7738 2.4141 -0.2193 -0.03 0.26 0.16 0.220
S -0.6402 1.3667 -3.3223 0.26 -2.43 -0.49 0.357
S -1.6377 0.5404 -1.4116 -0.12 -0.17 -2.10 -0.009
Cl 1.5249 -0.7712 -4.1599 -1.35 0.37 0.45 0.101
```
Forces are in eV/Å.

---

Here is a single C2H6N2 molecule in a non-equilibrium geometry from the Open Molecules 2025 dataset. Energies are from wB97M-V/def2-TZVPD.

Summary:
* energy relative to the best compared isomer or geometry (same formula, charge and spin): 0.991 eV
* HOMO: -0.341 Ha
* LUMO: 1.00 eV
* maximum force: 1.23 eV/A
* orbital gap: 10.277 eV
* SMILES: C/N=C\N

Geometry as XYZ:
```
10
Properties=species:S:1:pos:R:3:forces:R:3:nbo_charge:R:1
H 2.3012 0.3204 -0.2529 -0.21 0.25 0.23 0.385
C 0.5052 0.2155 0.7615 -0.95 0.31 -0.72 0.265
N 1.3178 0.5614 -0.3047 0.64 -0.18 -0.51 -0.843
C -1.2517 -0.5177 -0.6270 -1.00 -0.04 0.37 -0.471
H 0.8142 0.4960 1.7586 0.65 -0.15 0.07 0.176
H -1.5775 0.3549 -1.1897 0.24 0.48 -0.02 0.192
H -2.1973 -1.0229 -0.4020 0.27 -0.30 -0.35 0.210
H -0.6471 -1.1202 -1.3041 0.25 -0.25 0.11 0.177
N -0.6871 -0.2010 0.6663 0.13 -0.05 0.18 -0.473
H 0.9586 0.4012 -1.2462 -0.01 -0.08 0.64 0.383
```
Forces are in eV/Å.

---

Here is a molecular structure, C49H63IrN7O2 from the Open Molecules 2025 dataset. Energies are from wB97M-V/def2-TZVPD.

Summary:
* energy relative to the best compared isomer or geometry (same formula, charge and spin): 0.000 eV
* HOMO (spin up / spin down): -0.469 / -0.469 Ha
* charge: +2
* <S²>: 0.783
* LUMO (spin up / spin down): -5.39 / -6.81 eV
* maximum force: 0.50 eV/A
* orbital gap (spin up / spin down): 7.371 / 5.952 eV
* multiplicity: 2

Geometry as XYZ:
```
122
Properties=species:S:1:pos:R:3:forces:R:3:lowdin_spin:R:1
H -3.2213 3.8348 0.9119 -0.04 -0.10 0.00 0.000
H 4.1861 0.3329 -3.2085 0.00 0.00 0.01 0.000
Ir -0.2273 0.1511 -0.5456 -0.50 0.04 0.03 0.004
C 3.6769 -1.7156 -2.8107 0.00 -0.03 0.00 0.000
H -0.4669 -3.2831 2.5403 -0.01 0.00 0.03 0.000
H -3.0682 5.5436 0.5465 0.00 -0.01 0.01 0.000
C -0.6346 -3.5422 3.5864 -0.02 0.05 -0.07 0.002
H -0.9699 6.5222 -0.3193 0.00 0.00 0.00 0.000
H -0.6554 3.6568 0.6548 0.00 -0.04 0.01 0.000
C -1.8463 -2.8310 4.1845 -0.04 -0.01 0.00 0.009
H 0.9706 -4.2342 -3.3029 -0.01 0.01 0.00 0.000
C -2.4511 -0.9585 5.6617 0.06 -0.06 -0.05 -0.002
C -0.5077 -2.9778 -0.5666 -0.04 0.00 0.01 0.000
H -2.6161 -1.9373 -0.8732 -0.07 0.00 -0.06 0.000
C 1.1869 2.6053 -4.6039 0.01 -0.02 0.01 0.000
H 3.7500 2.9681 -0.0572 0.00 0.00 0.00 0.000
C -3.1045 -3.0318 3.3288 0.00 0.09 -0.12 0.006
H -4.1877 -3.1847 0.4593 -0.02 0.02 0.04 0.000
C -0.7023 1.0577 -5.2239 0.02 0.03 -0.03 0.000
C 3.4534 -0.3504 -2.7981 -0.02 0.03 0.02 0.000
C -1.5051 -5.0872 -1.1757 -0.03 0.02 0.04 0.000
H 0.3806 1.0732 -3.3843 0.02 0.00 -0.02 0.000
C -2.5299 4.6797 0.9358 0.03 -0.02 -0.01 0.000
H -5.6430 -2.5561 0.9449 0.00 0.00 0.01 0.000
C -0.0157 1.8107 -4.0820 0.03 0.05 0.01 0.000
H -2.0420 -3.3294 5.1370 -0.01 -0.07 -0.04 0.001
C 1.2939 -0.6530 -1.6689 0.10 0.02 0.02 0.000
H -0.1271 3.6748 5.1221 0.00 0.00 -0.01 0.000
O 1.7497 3.6849 -1.1837 0.01 -0.01 0.03 0.000
H -2.2953 4.9018 1.9755 0.04 -0.01 0.08 0.000
H -1.6613 0.6197 -4.9269 0.00 -0.01 0.00 0.000
H -0.6810 -5.9990 -2.9356 0.00 0.00 0.00 0.000
C 1.4757 -2.0458 -1.8290 -0.04 0.07 -0.20 0.000
H -3.3940 5.0076 -3.9211 0.00 0.00 0.00 0.000
H 0.7576 1.5462 3.1470 -0.04 0.07 0.06 0.001
H -4.0072 1.7118 0.7016 0.01 0.06 0.00 0.000
H -3.0087 5.4828 -1.5482 0.01 -0.01 -0.01 0.000
N -0.0478 -0.7532 2.9159 -0.21 -0.23 -0.08 0.427
O 1.9853 -1.1887 3.7311 0.03 -0.13 -0.07 0.070
C -2.4471 4.6901 -2.0252 0.01 0.01 -0.05 0.000
H -4.9242 -0.2071 1.4337 0.02 0.00 0.03 0.000
H -5.4727 -0.8822 -0.8588 -0.02 -0.03 0.01 0.000
N 0.0913 2.0951 -1.1766 -0.07 0.09 0.05 0.000
C -1.4329 -3.9888 -0.3358 0.12 -0.04 -0.02 0.000
C 2.0273 0.1017 1.7534 -0.06 -0.05 0.12 0.004
C -1.2449 4.4263 0.1419 0.03 -0.04 0.00 0.000
C 1.3239 -0.6621 2.8617 -0.05 0.04 -0.06 0.028
H -1.3759 0.7046 -2.7070 0.02 -0.02 -0.07 0.000
N -0.4963 -1.8147 0.2905 0.28 0.15 0.09 0.000
H 2.1847 1.2268 -2.2435 0.02 -0.05 -0.08 0.000
H -0.8048 -4.6186 3.6312 0.02 -0.01 0.02 0.000
C -3.5669 1.0227 -1.2634 0.04 -0.06 0.04 0.000
C 2.2917 0.1536 -2.2332 0.09 -0.06 0.09 0.000
H -1.7468 1.9503 0.6093 -0.06 0.08 0.01 0.000
H 1.6929 3.1294 -3.7919 0.00 0.00 0.00 0.000
C 4.0499 1.3307 1.3384 -0.05 0.05 -0.04 0.000
H -3.7510 -2.2478 -2.1697 -0.02 0.02 -0.01 0.000
H -4.6157 1.1847 -1.5240 0.00 -0.03 0.03 0.000
C -4.0973 -0.4292 0.7557 0.10 0.04 0.00 0.000
H -1.3098 -1.8307 0.8983 0.00 0.04 0.06 0.000
H -2.0530 -3.9346 0.5518 -0.11 0.01 0.15 0.000
H 2.5220 2.4203 4.6544 0.00 0.01 0.00 0.001
C -0.7397 -0.4438 4.0365 0.11 -0.03 -0.10 0.068
H -0.9965 3.2979 3.6326 -0.03 0.03 -0.05 0.000
H 0.2650 -1.8761 0.9620 0.13 -0.16 -0.05 0.000
H -5.4796 -3.2076 -0.5680 0.01 0.00 0.00 0.000
H -3.4574 -0.1292 -3.0484 0.03 0.01 -0.01 0.000
N -5.0073 -2.6523 0.1494 0.01 -0.01 -0.02 0.000
C -2.6609 4.4349 -3.3686 0.00 0.01 -0.01 0.000
C -0.7839 2.9513 -1.9324 -0.10 -0.03 -0.04 0.000
C 0.4119 -3.0572 -1.6014 -0.04 0.01 0.01 0.000
H 2.8271 -3.6177 -2.3815 0.00 0.00 -0.01 0.000
H 0.6759 3.8754 3.5747 -0.01 0.00 0.01 0.000
C 1.7675 1.7303 5.0357 0.04 0.00 0.03 0.009
H 4.5996 -2.1292 -3.1939 0.00 0.00 -0.01 0.000
H -3.3548 -0.9915 1.3350 -0.10 0.16 -0.19 0.000
H -0.1504 6.0036 1.1545 0.00 -0.01 0.00 0.000
C 1.2719 2.6209 -0.8220 -0.12 0.05 0.15 0.000
H -0.9001 1.7095 -6.0755 -0.01 0.00 0.00 0.000
H -3.0462 1.9201 -1.5943 0.04 0.09 -0.04 0.000
H -2.9111 0.5877 7.0759 0.00 0.00 -0.01 0.007
C -1.8921 3.4822 -4.0097 0.00 -0.07 -0.01 0.000
H -0.0564 0.2542 -5.5801 0.01 0.00 -0.01 0.000
C -1.6968 -1.3671 4.5786 -0.02 0.08 0.12 0.103
C -1.3422 1.1766 5.7396 0.02 0.01 0.03 -0.011
C -0.6368 -5.1591 -2.2558 0.02 0.00 -0.01 0.000
H 0.2767 -3.3191 4.1377 0.04 0.03 0.00 0.000
H 1.8988 1.9392 -5.0948 0.01 0.00 0.00 0.000
C -3.4525 0.8882 0.2515 -0.05 -0.13 0.02 0.000
H 2.1885 0.7251 5.0548 -0.02 0.08 0.02 0.000
H -2.0161 3.3248 -5.0731 0.00 0.00 0.00 0.000
N -2.0372 0.9754 0.6855 0.38 0.22 -0.06 0.001
H -4.0154 -2.9104 3.9178 0.01 0.07 -0.03 0.000
N -1.5692 -0.1334 -2.1573 0.18 -0.03 0.02 0.000
C -3.0473 -0.1885 -2.0375 0.00 0.02 0.05 0.000
C -0.0242 3.2451 4.1252 0.01 0.06 -0.02 0.003
H 0.5184 5.5737 -0.4316 0.00 -0.01 0.01 0.000
C -4.5785 -1.3007 -0.3959 -0.01 0.04 0.01 0.000
C 2.0219 1.7722 0.1754 0.09 0.00 0.00 0.000
C -2.3025 0.3024 6.2279 0.00 0.04 0.02 0.142
H -3.1123 -4.0298 2.8888 -0.02 -0.13 0.02 0.001
H -1.2253 -0.9045 -2.7311 -0.08 -0.06 0.03 0.000
H -3.1370 -1.6628 6.1179 0.00 0.00 0.00 -0.002
H -3.1319 -2.2897 2.5212 0.08 -0.19 0.12 0.000
C -0.5369 0.8300 4.6733 0.01 0.07 0.03 0.113
C -0.9361 2.7447 -3.3148 -0.08 -0.04 -0.02 0.000
C 0.3032 -4.1634 -2.4551 -0.02 -0.03 -0.03 0.000
N 1.3778 0.7460 0.7540 -0.21 -0.04 -0.04 0.003
C 3.3653 0.3342 2.0186 -0.02 0.05 0.01 0.000
H -1.9554 0.7538 1.6768 0.01 -0.05 -0.03 0.000
C 2.6770 -2.5460 -2.3485 0.01 -0.04 -0.02 0.000
H 3.8261 -0.2344 2.8122 0.01 0.00 0.01 0.001
C -0.4009 5.7079 0.1339 0.02 0.01 -0.01 0.000
H 5.0954 1.5193 1.5402 0.00 0.00 -0.01 0.000
H 1.5396 2.0195 6.0632 0.00 0.01 0.00 0.000
H -1.2203 2.1427 6.2102 0.01 0.00 0.00 -0.003
C 0.5013 1.8097 4.1738 -0.01 0.01 0.02 0.011
C 3.3351 2.1138 0.4591 0.03 -0.04 0.04 -0.001
H 0.8605 3.3497 -5.3327 0.00 0.01 0.01 0.000
H -2.2137 -5.8826 -0.9852 0.01 0.00 0.01 0.000
C -1.5068 3.9774 -1.2868 0.06 -0.05 0.01 0.000
C -3.4709 -1.5200 -1.4043 0.01 0.02 0.00 0.000
```
Forces are in eV/Å.

---

Look up the energy relative to the best compared isomer or geometry (same formula, charge and spin) of the third one.
0.000 eV

---

Copy entry 2 word for word.
Here is a single C2H6N2 molecule in a non-equilibrium geometry from the Open Molecules 2025 dataset. Energies are from wB97M-V/def2-TZVPD.

Summary:
* energy relative to the best compared isomer or geometry (same formula, charge and spin): 0.991 eV
* HOMO: -0.341 Ha
* LUMO: 1.00 eV
* maximum force: 1.23 eV/A
* orbital gap: 10.277 eV
* SMILES: C/N=C\N

Geometry as XYZ:
```
10
Properties=species:S:1:pos:R:3:forces:R:3:nbo_charge:R:1
H 2.3012 0.3204 -0.2529 -0.21 0.25 0.23 0.385
C 0.5052 0.2155 0.7615 -0.95 0.31 -0.72 0.265
N 1.3178 0.5614 -0.3047 0.64 -0.18 -0.51 -0.843
C -1.2517 -0.5177 -0.6270 -1.00 -0.04 0.37 -0.471
H 0.8142 0.4960 1.7586 0.65 -0.15 0.07 0.176
H -1.5775 0.3549 -1.1897 0.24 0.48 -0.02 0.192
H -2.1973 -1.0229 -0.4020 0.27 -0.30 -0.35 0.210
H -0.6471 -1.1202 -1.3041 0.25 -0.25 0.11 0.177
N -0.6871 -0.2010 0.6663 0.13 -0.05 0.18 -0.473
H 0.9586 0.4012 -1.2462 -0.01 -0.08 0.64 0.383
```
Forces are in eV/Å.